[1]
{
  "formula": "C18H20ClN3O4S",
  "method": "ωB97M-V/def2-TZVPD",
  "elements": ["C", "H", "O", "C", "C", "C", "C", "C", "C", "Cl", "H", "S", "O", "O", "N", "C", "H", "C", "C", "H", "H", "C", "C", "H", "H", "H", "C", "O", "N", "C", "C", "C", "C", "N", "C", "H", "H", "H", "H", "H", "H", "H", "H", "H", "H", "H", "H"],
  "positions_angstrom": [[2.526, 5.185, 0.897], [3.441, 4.849, 1.388], [1.937, 4.158, 0.123], [1.461, 3.015, 0.645], [0.887, 2.169, -0.321], [0.340, 0.949, 0.000], [0.356, 0.535, 1.322], [0.913, 1.334, 2.295], [1.467, 2.567, 1.974], [2.137, 3.454, 3.308], [0.912, 0.984, 3.316], [-0.380, -1.019, 1.803], [-1.762, -1.039, 1.397], [-0.085, -1.268, 3.184], [0.364, -2.077, 0.766], [1.802, -2.158, 0.718], [2.206, -1.187, 1.012], [2.206, -2.512, -0.715], [1.514, -3.798, -1.169], [1.722, -3.975, -2.225], [1.895, -4.644, -0.594], [-0.008, -3.699, -0.970], [-0.279, -3.343, 0.490], [-1.342, -3.251, 0.717], [0.133, -4.131, 1.137], [-0.456, -4.672, -1.199], [-0.577, -2.719, -2.008], [-0.275, -2.834, -3.176], [-1.420, -1.768, -1.528], [-2.088, -0.773, -2.247], [-2.867, 0.131, -1.523], [-3.537, 1.131, -2.201], [-3.404, 1.195, -3.582], [-2.668, 0.343, -4.273], [-2.025, -0.616, -3.634], [-1.439, -1.286, -4.245], [-3.908, 1.957, -4.161], [-4.149, 1.844, -1.671], [-2.934, 0.037, -0.447], [-1.584, -1.707, -0.528], [3.288, -2.630, -0.773], [1.913, -1.694, -1.375], [2.174, -2.919, 1.420], [-0.094, 0.323, -0.760], [0.890, 2.524, -1.339], [2.769, 5.966, 0.178], [1.831, 5.582, 1.639]],
  "forces_ev_per_angstrom": [[0.2, 0.5, 0.1], [-0.1, 0.0, -0.1], [-0.1, -0.3, -0.1], [-0.1, -0.3, 0.0], [0.0, 0.0, 0.1], [0.0, 0.2, -0.1], [-0.1, -0.5, 0.4], [-0.1, -0.2, 0.0], [0.0, 0.0, -0.1], [0.0, 0.0, 0.2], [0.1, 0.1, 0.1], [0.5, -0.1, -0.3], [-0.3, 0.0, -0.1], [0.2, 0.1, 0.0], [-0.3, 0.7, 0.6], [0.6, 0.2, -0.1], [0.2, -0.1, 0.0], [-0.1, -0.2, 0.2], [0.0, 0.2, -0.2], [0.0, -0.1, 0.1], [0.0, -0.1, 0.0], [0.2, -0.1, 0.0], [-0.5, -0.3, -0.1], [0.0, -0.2, -0.1], [-0.1, 0.1, -0.1], [0.0, 0.1, 0.0], [0.0, -0.3, 0.4], [0.1, 0.0, -0.2], [-0.2, 0.0, 0.2], [-0.3, 0.4, -0.2], [0.1, -0.1, -0.2], [0.1, -0.1, -0.1], [-0.2, 0.2, 0.2], [-0.1, 0.2, -0.4], [0.4, -0.5, 0.1], [0.0, 0.0, 0.1], [-0.1, 0.1, 0.0], [-0.1, 0.1, 0.0], [0.0, 0.0, 0.1], [0.1, -0.1, -0.2], [0.0, 0.1, 0.0], [0.1, 0.1, 0.0], [0.0, 0.1, 0.0], [0.0, -0.1, -0.2], [0.0, 0.0, -0.1], [0.0, -0.1, 0.1], [0.1, 0.0, -0.1]],
  "mulliken_charge": [-0.892, 0.370, -0.434, 0.533, -1.103, -0.036, -0.647, -0.425, 0.406, -0.225, 0.566, 1.616, -0.733, -0.788, 0.232, -0.671, 0.347, -0.547, -1.233, 0.505, 0.457, 0.763, -1.736, 0.475, 0.582, 0.403, 0.077, -0.663, 0.162, 0.283, -0.253, -0.573, -0.339, -0.601, -0.384, 0.598, 0.373, 0.411, 0.484, -0.069, 0.406, 0.260, 0.324, 0.641, 0.473, 0.231, 0.372],
  "smiles": "COc1ccc(S(=O)(=O)N2CCC[C@H](C(=O)Nc3cccnc3)C2)cc1Cl",
  "e_tot_ev": -55008.5454,
  "homo_lumo_gap_ev": 9.14,
  "relative_energy_kcal_mol": 31.09,
  "charge": 0
}



[2]
{
  "formula": "C18H19N7O3PdS3",
  "method": "ωB97M-V/def2-TZVPD",
  "elements": ["Pd", "N", "C", "S", "N", "N", "C", "C", "C", "C", "C", "C", "N", "H", "H", "H", "H", "H", "H", "H", "C", "N", "C", "C", "N", "C", "S", "H", "H", "H", "H", "H", "H", "H", "H", "O", "S", "O", "N", "C", "O", "C", "C", "C", "C", "C", "C", "H", "H", "H", "H"],
  "positions_angstrom": [[-0.441, -1.055, 0.087], [-1.883, -3.682, 3.145], [-1.454, -2.652, 2.358], [-1.946, -2.677, 0.671], [-0.771, -1.715, 2.926], [-0.494, -0.676, 2.064], [-0.267, 0.446, 2.615], [-0.145, 1.709, 1.863], [0.481, 2.800, 2.451], [0.524, 3.998, 1.757], [-0.061, 4.067, 0.507], [-0.661, 2.924, -0.001], [-0.716, 1.777, 0.658], [-2.079, -4.550, 2.679], [-1.440, -3.754, 4.047], [-0.212, 0.464, 3.698], [0.929, 2.702, 3.432], [1.013, 4.863, 2.186], [-0.047, 4.979, -0.074], [-1.095, 2.928, -0.996], [-3.206, 0.443, -1.398], [-3.395, -0.939, -1.792], [-4.724, -1.507, -2.009], [-4.412, -2.983, -2.277], [-2.996, -2.914, -2.637], [-2.441, -1.773, -2.191], [-0.754, -1.484, -2.228], [-3.969, 0.703, -0.666], [-3.290, 1.110, -2.260], [-2.233, 0.563, -0.936], [-5.204, -1.023, -2.864], [-5.349, -1.367, -1.129], [-5.011, -3.397, -3.083], [-4.545, -3.583, -1.375], [-2.408, -3.730, -2.683], [1.969, -0.353, -2.639], [2.022, 0.557, -1.527], [1.408, 1.846, -1.706], [1.485, -0.167, -0.162], [2.487, -0.398, 0.755], [2.367, -0.956, 1.829], [3.789, 0.175, 0.288], [4.995, 0.169, 0.963], [6.094, 0.749, 0.341], [5.984, 1.317, -0.926], [4.770, 1.319, -1.603], [3.691, 0.740, -0.964], [5.061, -0.283, 1.944], [7.054, 0.759, 0.843], [6.856, 1.760, -1.389], [4.672, 1.754, -2.589]],
  "forces_ev_per_angstrom": [[0.1, -0.2, -0.3], [-0.1, -0.1, -0.2], [-0.1, -0.1, 0.0], [0.0, 0.2, 0.3], [0.0, 0.0, 0.0], [0.0, 0.0, 0.0], [0.0, 0.3, -0.1], [0.0, 0.0, 0.1], [0.1, -0.1, 0.1], [0.0, 0.0, 0.0], [0.0, 0.0, 0.0], [0.0, -0.1, -0.1], [-0.2, -0.1, 0.0], [0.0, 0.0, 0.0], [0.0, 0.0, 0.0], [0.0, 0.0, 0.0], [0.0, 0.0, 0.0], [0.0, 0.0, 0.0], [0.0, 0.0, 0.0], [0.0, 0.0, 0.1], [-0.2, -0.1, -0.1], [0.0, 0.1, 0.0], [0.1, 0.0, 0.1], [0.0, 0.0, 0.0], [0.1, -0.1, 0.0], [-0.2, 0.1, 0.1], [0.2, 0.0, 0.0], [0.0, 0.0, 0.0], [0.0, 0.0, 0.0], [0.1, 0.0, 0.1], [0.0, 0.0, 0.0], [0.0, 0.0, 0.0], [0.0, 0.0, 0.0], [0.0, 0.0, 0.0], [0.0, 0.0, 0.0], [0.1, 0.0, -0.1], [0.0, -0.1, 0.2], [0.0, 0.0, 0.0], [0.1, -0.1, 0.2], [-0.2, 0.2, -0.1], [-0.1, -0.1, 0.0], [0.0, 0.0, -0.2], [0.1, 0.0, 0.0], [0.0, 0.0, 0.0], [0.0, 0.0, 0.0], [0.0, 0.0, 0.0], [0.0, 0.0, -0.1], [0.0, 0.0, 0.0], [0.0, 0.0, 0.0], [0.0, 0.0, 0.0], [0.0, 0.0, 0.0]],
  "mulliken_charge": [0.060, -0.459, 0.679, -0.401, -1.222, 1.025, -0.934, 0.816, -0.717, -0.425, -0.691, -0.102, 0.017, 0.223, 0.247, 0.357, 0.416, 0.428, 0.392, 0.357, -0.115, 0.387, -0.591, -0.428, -0.139, -0.149, -0.257, 0.333, 0.331, -0.381, 0.340, 0.354, 0.319, 0.269, 0.279, -0.694, 0.928, -0.584, 0.163, 0.286, -0.648, 0.142, -0.550, -0.494, -0.477, -0.698, 0.261, 0.509, 0.385, 0.391, 0.461],
  "e_tot_ev": -71534.2879,
  "homo_lumo_gap_ev": 7.85,
  "relative_energy_kcal_mol": 15.36,
  "charge": 0
}



E_LUMO, record by record: 0.444 -0.035 eV
HOMO, record by record: -8.70 -7.89 eV